Entry 1:
Entry from the OMol25 dataset: C43H35ClMnN3O8P2S as an isolated structure (ωB97M-V with the def2-TZVPD basis set).

Cartesian coordinates (Å):
Mn 1.50230 -0.80605 0.18191
C -1.77988 0.51458 0.89657
N -1.91175 0.96211 -0.50206
C -1.33310 0.19585 -1.47755
P 0.49886 0.52959 -2.23359
C 0.30417 -0.17749 -3.87625
C 1.17505 0.27920 -4.86976
C 1.13300 -0.27240 -6.13960
C 0.22882 -1.28750 -6.42185
C -0.63003 -1.75860 -5.43403
C -0.58665 -1.21438 -4.16115
C 0.58705 2.30242 -2.49405
C -0.19210 2.90453 -3.48702
C -0.14495 4.27839 -3.65761
C 0.67846 5.05249 -2.84812
C 1.46486 4.45654 -1.87187
C 1.42115 3.08265 -1.69008
C -2.66691 2.14901 -0.84048
C -2.98252 3.09730 0.12414
C -3.73319 4.21818 -0.21392
C -4.18305 4.41130 -1.50905
C -3.89239 3.44931 -2.46569
C -3.15211 2.32579 -2.13633
P -0.06549 0.34056 1.54089
C -0.48601 -0.46018 3.11460
C -0.89484 -1.79430 3.08147
C -1.30755 -2.43953 4.23627
C -1.31586 -1.75460 5.44535
C -0.94250 -0.41964 5.48295
C -0.53827 0.23155 4.32326
C 0.53481 2.01097 1.93402
C 1.46871 2.22511 2.95206
C 1.92034 3.50460 3.22438
C 1.46054 4.58826 2.48199
C 0.56428 4.38135 1.44584
C 0.11392 3.09417 1.17037
H -2.16794 -0.50739 0.97242
H -2.38876 1.12561 1.55215
H -1.74877 0.36868 -2.46562
H -1.27679 -0.86474 -1.22781
H 1.88847 1.06645 -4.65422
H 1.81124 0.08510 -6.90395
H 0.20092 -1.72446 -7.41329
H -1.32372 -2.56064 -5.65256
H -1.23742 -1.62622 -3.39965
H -0.82158 2.30863 -4.13665
H -0.73987 4.74400 -4.43346
H 0.71352 6.12615 -2.98639
H 2.11969 5.05797 -1.25323
H 2.05293 2.62659 -0.93613
H -2.64580 2.99861 1.14640
H -3.96131 4.94290 0.55770
H -4.76343 5.28758 -1.76680
H -4.25758 3.55914 -3.47965
H -2.99465 1.58255 -2.90866
H -0.91006 -2.33712 2.14686
H -1.62053 -3.47629 4.19012
H -1.62523 -2.25772 6.35408
H -0.96596 0.12493 6.41888
H -0.27077 1.27854 4.37620
H 1.86469 1.39643 3.52228
H 2.64296 3.65371 4.01627
H 1.80948 5.58879 2.70928
H 0.21354 5.21255 0.84361
H -0.55793 2.95395 0.33466
O 5.10049 -3.03808 3.97520
C 4.38720 -4.03013 3.46376
O 4.66154 -5.18173 3.66061
C 3.19292 -3.66521 2.62513
C 2.27866 -4.56837 2.13540
Cl 2.32317 -6.25809 2.21451
N 1.31223 -3.89995 1.45014
N 1.59778 -2.57101 1.43831
C 2.70376 -2.43547 2.15763
C 3.18223 -1.03060 2.36078
O 4.05142 -0.75240 3.16604
O 2.54110 -0.15706 1.65219
C 0.01681 -4.37637 0.99987
C -0.60530 -3.76169 -0.07439
C -1.87508 -4.16157 -0.46148
C -2.53638 -5.17497 0.21891
C -1.91164 -5.77448 1.30011
C -0.64234 -5.37712 1.70044
H 4.74104 -2.14958 3.72307
H -0.09103 -2.99554 -0.62193
H -2.34784 -3.68388 -1.31288
H -3.52710 -5.48841 -0.08475
H -2.41323 -6.55757 1.85496
H -0.20171 -5.83493 2.57138
O 3.25061 -1.65937 -3.07408
S 2.63693 -1.34179 -1.84745
O 3.39407 -1.38946 -0.59307
O 1.27237 -1.90465 -1.55069
O 2.15081 0.28401 -1.87653

Calculated values
* LUMO energy (spin up / spin down): -3.69 / -3.69 eV
* largest force on an atom: 0.0483 Eh/bohr
* E_HOMO (spin up / spin down): -11.115 / -11.085 eV
* Kohn-Sham gap (spin up / spin down): 7.429 / 7.399 eV
* total charge: +1
* total energy: -5117.6840 a.u.
* multiplicity: 2

Results of the Mulliken charge analysis, in e, for atoms 1 through 6:
1 Mn 1.157
2 C -1.774
3 N 0.612
4 C -1.757
5 P 2.975
6 C 0.274


Entry 2:
Entry from the OMol25 dataset: C34H72I2NO9P as an isolated structure (ωB97M-V with the def2-TZVPD basis set).

Cartesian coordinates (Å):
C 8.97974 -5.35825 2.44362
C 8.76782 -4.29579 1.36319
C 8.75922 -2.85711 1.89744
C 8.00724 -1.89213 0.98133
C 6.47796 -2.03693 1.04438
C 5.71305 -0.71667 0.88460
C 4.44541 -0.83496 0.03800
C 3.63095 0.46795 -0.01899
C 2.34935 0.51154 0.83682
C 1.08904 0.91295 0.04714
C -0.21483 0.14229 0.37122
P -1.57012 1.30259 0.86465
C -0.54155 1.95310 2.39386
N 0.24098 0.94649 3.14207
C -3.02607 0.96266 1.94939
C -2.73340 -0.00113 3.13213
C -3.86813 -1.00830 3.45140
C -3.36073 -2.42042 3.79850
C -4.33660 -3.56193 3.48395
C -5.72993 -3.42587 4.11505
C -6.79765 -4.22158 3.35534
C -7.34848 -3.46939 2.13435
C -7.63913 -4.36953 0.93317
C -8.92134 -5.18271 1.11595
C -2.58087 0.93167 -0.81293
I -3.89375 2.62190 -1.05378
C -3.24049 -0.46044 -1.07092
C -2.86033 -1.59561 -0.09694
I -5.38924 -0.45097 -1.25139
H 10.03824 -5.49846 2.67784
H 8.57177 -6.32453 2.14223
H 8.47803 -5.06755 3.37168
H 7.81740 -4.48969 0.85471
H 9.55168 -4.37435 0.60402
H 9.79423 -2.51014 1.98727
H 8.31771 -2.83876 2.90104
H 8.33158 -2.09285 -0.04766
H 8.28560 -0.86153 1.22015
H 6.14522 -2.70100 0.23816
H 6.20366 -2.50688 1.99461
H 6.36453 0.03337 0.41894
H 5.42255 -0.32843 1.86885
H 3.81796 -1.63142 0.45451
H 4.73374 -1.13476 -0.97494
H 4.27926 1.28404 0.32043
H 3.37804 0.69218 -1.05820
H 2.50367 1.26914 1.61158
H 2.18778 -0.43192 1.36608
H 0.93501 1.99054 0.15633
H 1.29309 0.76009 -1.01785
H -0.53920 -0.35760 -0.54270
H -0.05637 -0.63692 1.11702
H -1.44797 2.60772 0.33826
H 0.12458 2.74135 2.02279
H -1.23563 2.46900 3.07161
H -0.12874 0.81622 4.07251
H 1.20171 1.23819 3.24988
H -3.89586 0.63085 1.38047
H -3.29456 1.94642 2.34669
H -1.80883 -0.55644 2.94979
H -2.56474 0.60678 4.02434
H -4.43333 -0.62278 4.30544
H -4.57570 -1.06648 2.61756
H -2.42119 -2.59343 3.26230
H -3.12600 -2.47221 4.86854
H -4.43165 -3.69537 2.39944
H -3.89598 -4.49086 3.86525
H -5.69204 -3.78440 5.14910
H -6.02353 -2.37160 4.13972
H -7.60708 -4.47849 4.04273
H -6.34068 -5.15641 3.00390
H -6.63337 -2.69460 1.84250
H -8.27872 -2.96476 2.42409
H -6.79646 -5.05838 0.80547
H -7.72000 -3.75963 0.02983
H -8.98113 -6.02142 0.42078
H -8.98618 -5.57720 2.13430
H -9.80034 -4.54830 0.96687
H -1.89127 1.11773 -1.64311
H -2.96273 -0.76968 -2.07821
H -2.38514 -2.41161 -0.64789
H -3.73177 -2.02298 0.39387
H -2.18454 -1.27642 0.68496
C -7.60194 -3.95073 -7.46906
O -6.47259 -3.13593 -7.14103
C -6.73826 -2.16091 -6.27193
O -7.81102 -1.93816 -5.77675
O -5.61775 -1.48241 -6.04893
C -5.76158 -0.40111 -5.11890
H -7.23174 -4.68713 -8.17531
H -7.99137 -4.44124 -6.57914
H -8.38766 -3.35091 -7.92401
H -6.08120 -0.76629 -4.14728
H -6.47373 0.33295 -5.49134
H -4.77700 0.04946 -5.03468
C 0.39599 5.48102 -0.94868
O 1.37580 4.66409 -0.29604
C 2.62984 5.09516 -0.41783
O 2.98910 6.07876 -1.00811
O 3.42520 4.24427 0.22096
C 4.81955 4.57963 0.17097
H -0.55755 4.99781 -0.75805
H 0.40123 6.48711 -0.53419
H 0.58943 5.52642 -2.01858
H 4.99710 5.54223 0.64545
H 5.16863 4.61492 -0.85878
H 5.32462 3.78897 0.71722
C 7.85245 7.08257 -4.97981
O 6.62025 7.80067 -5.08232
C 5.92197 7.85406 -3.94716
O 6.25176 7.35978 -2.90123
O 4.81056 8.54315 -4.17454
C 3.95075 8.67854 -3.03335
H 8.29698 7.12796 -5.96899
H 8.50873 7.54965 -4.24807
H 7.67070 6.04830 -4.69393
H 4.46335 9.20817 -2.23266
H 3.62510 7.70588 -2.67377
H 3.09981 9.25640 -3.38067

Calculated values
* LUMO energy: 0.18 eV
* largest force on an atom: 0.0141 Eh/bohr
* E_HOMO: -7.706 eV
* Kohn-Sham gap: 7.891 eV
* total charge: 0
* total energy: -3007.2567 a.u.

Results of the Mulliken charge analysis, in e, for atoms 1 through 6:
1 C -1.232
2 C -0.269
3 C -0.777
4 C -0.769
5 C -0.627
6 C -0.631


Entry 3:
Entry from the OMol25 dataset: C44H50MoN6O3S3 as an isolated structure (ωB97M-V with the def2-TZVPD basis set).

Cartesian coordinates (Å):
Mo 0.36185 -0.75424 -1.37162
C -0.31536 -3.93278 -4.12875
C -0.12418 -2.62623 -3.43424
N 0.76844 -2.41452 -2.50892
N 1.94452 -3.14091 -2.45649
C 3.00686 -2.29260 -2.56058
N 4.20880 -2.82077 -2.73738
S 2.71839 -0.62434 -2.47885
C -0.77573 -1.38892 -3.86847
C -1.64623 -1.35232 -4.94872
C -1.93974 -0.14149 -5.54129
C -1.32845 1.00590 -5.05622
C -0.53615 0.92664 -3.93196
N -0.31701 -0.22926 -3.28336
H 0.29181 -3.99443 -5.03767
H -1.35415 -4.06687 -4.42392
H -0.05849 -4.76380 -3.47294
H 1.96044 -4.08123 -2.82506
H 4.36445 -3.80809 -2.86070
H 5.00895 -2.20900 -2.74375
H -2.04443 -2.27578 -5.34908
H -2.60732 -0.09495 -6.39248
H -1.48042 1.96731 -5.52938
H -0.07589 1.80180 -3.50805
C 3.90815 3.16875 1.04595
C 3.48932 2.18028 -0.04729
C 4.09511 2.63506 -1.38187
C 3.87467 0.74552 0.31210
C 5.21547 0.43516 0.49686
C 5.62064 -0.85642 0.80149
C 4.67529 -1.85356 0.96974
C 3.31250 -1.59313 0.82760
C 2.36358 -2.75118 1.15352
C 0.86493 -2.59912 0.89378
C 2.48988 -3.13167 2.64077
C 2.95005 -0.29792 0.46319
N 1.55180 -0.00662 0.20722
C 0.95094 0.58774 1.20253
C -0.43867 0.90535 1.00031
N -0.88445 0.53484 -0.16590
C -2.31225 0.54597 -0.41028
C -2.98455 1.88761 -0.59255
C -4.31237 1.92973 -0.68989
C -5.20007 0.75594 -0.48422
C -4.60630 -0.45702 0.25051
C -3.09033 -0.63917 0.14151
C -2.45486 -1.73508 1.01876
C -3.15400 -3.07033 0.75212
C -2.35955 -1.48941 2.53347
C -2.14758 3.16658 -0.51515
C -2.99243 4.43923 -0.46649
C -1.09076 3.28665 -1.60694
C -0.96899 1.50174 2.22804
C -2.18120 1.98639 2.64788
C -2.29541 2.46826 3.97363
C -1.23547 2.44578 4.84751
C 0.02569 1.93473 4.44345
C 1.19218 1.81727 5.24658
C 2.33816 1.27250 4.72895
C 2.42111 0.82129 3.38524
C 1.31389 0.93600 2.58526
C 0.12422 1.48609 3.13226
H 3.66250 4.18678 0.73783
H 4.98594 3.13346 1.22332
H 3.40421 2.97369 1.99294
H 2.40508 2.23307 -0.14194
H 5.18679 2.63400 -1.33390
H 3.77767 3.65550 -1.60414
H 3.80226 2.00259 -2.21698
H 5.96109 1.21583 0.38877
H 6.67359 -1.07950 0.92764
H 4.99658 -2.85493 1.24069
H 2.71071 -3.60816 0.57012
H 0.38239 -1.96612 1.63801
H 0.37915 -3.57460 0.90838
H 0.58465 -2.20264 -0.10065
H 2.17521 -2.29037 3.26632
H 3.51567 -3.38513 2.90676
H 1.85874 -3.99147 2.87934
H -4.80583 2.88593 -0.78026
H -6.09754 1.07436 0.04254
H -5.99041 -0.89999 1.47366
H -1.43959 -1.82066 0.64452
H -4.15775 -3.08118 1.18642
H -2.59323 -3.87773 1.22499
H -3.22925 -3.29671 -0.31514
H -3.29734 -1.15376 2.96382
H -1.58325 -0.76991 2.78985
H -2.09512 -2.43563 3.01136
H -1.60700 3.12673 0.43229
H -3.55292 4.58912 -1.39188
H -2.33530 5.30022 -0.34642
H -3.69614 4.44101 0.36878
H -1.55882 3.32729 -2.59572
H -0.38503 2.46014 -1.56856
H -0.52416 4.20796 -1.46549
H -3.05121 2.00532 2.00019
H -3.25093 2.85388 4.30846
H -1.36685 2.80952 5.86045
H 1.16998 2.15043 6.27805
H 3.21206 1.18230 5.36048
H 3.35041 0.40163 3.02051
O -6.84671 -1.69775 -0.17696
S -5.63001 -1.48645 -0.97855
O -5.61293 0.01504 -1.67676
O -5.04417 -0.64669 1.53554
S -2.54251 -0.82937 -1.60846

Calculated values
* LUMO energy (spin up / spin down): -6.66 / -6.66 eV
* largest force on an atom: 0.0161 Eh/bohr
* E_HOMO (spin up / spin down): -12.328 / -12.320 eV
* Kohn-Sham gap (spin up / spin down): 5.671 / 5.660 eV
* total charge: +2
* total energy: -3523.1394 a.u.

Results of the Mulliken charge analysis, in e, for atoms 1 through 6:
1 Mo -1.111
2 C -2.151
3 C 0.386
4 N 0.918
5 N -0.841
6 C 0.403


The lowest largest force on an atom belongs to which entry? C34H72I2NO9P


Which value of largest force on an atom does entry 3 give? 0.0161 Eh/bohr